H18O9 | ωB97M-V/def2-TZVPD

Geometry as XYZ:
```
27
Properties=species:S:1:pos:R:3:forces:R:3
H 0.9056 0.3894 0.8397 -1.09 -1.28 -0.49
H -0.5533 0.1881 0.4584 -1.57 1.11 -0.10
H 2.0751 3.6640 -0.0338 -0.10 -2.57 1.76
H 1.3548 2.6784 1.0035 0.02 0.45 0.23
H -2.2993 0.7588 0.9066 1.05 0.44 0.22
H -2.7408 -0.5011 0.1974 1.21 -3.74 -0.92
H 0.3574 -2.2868 -1.2110 2.73 -0.57 -1.41
H -0.5574 -1.1064 -0.8360 0.80 -1.89 -0.35
H 0.1396 3.1680 -0.5422 0.11 0.68 -0.92
H 1.0884 3.6777 -1.6382 -0.38 -0.15 -0.16
H 3.0315 -2.1917 -0.5159 2.09 1.33 0.65
H 2.8282 -3.7528 -0.2252 0.59 0.50 0.14
H 4.9904 -0.2785 0.2392 -0.29 -0.56 -0.23
H 5.5375 -1.1575 1.2221 2.96 -0.29 3.99
H -3.0443 -0.6764 -1.4056 -1.80 -1.33 -0.82
H -4.3571 -0.4140 -2.0359 -0.70 0.23 -0.23
H -3.3629 -1.1477 1.8601 -0.80 0.61 0.50
H -4.0036 0.3192 2.0651 -0.38 -2.61 -0.46
O 0.2278 -0.3055 0.5725 3.38 1.86 1.79
O 2.1202 2.7366 0.4280 0.52 1.96 -1.26
O -3.0098 0.3041 0.4850 2.12 6.86 -3.31
O -0.4019 -2.0772 -0.7511 -4.06 0.84 0.54
O 0.2860 3.9184 -1.1571 -0.19 -0.35 0.39
O 2.4840 -2.9283 -0.5696 -2.61 -1.84 -0.83
O 4.9906 -1.2112 0.5219 -2.73 0.89 -3.83
O -3.9155 -1.1495 -1.6179 2.34 0.89 0.32
O -4.1708 -0.6182 1.7400 -3.21 -1.48 4.76
```
Positions in Å, forces in eV/Å.

Computed properties:
Total charge: 0
SMILES: O.O.O.O.O.O.O.O.O
HOMO-LUMO gap in Ha: 0.313
Lowest unoccupied orbital energy in eV: -0.5
2S+1: 1
HOMO level in eV: -9.01
DFT total energy in eV: -18714.940
ΔE to the lowest compared entry with this formula, charge and spin in kcal/mol: 165.9

Results of the Mulliken charge analysis, in e, for atoms 1 through 8: H 0.29; H 0.20; H 0.36; H 0.30; H 0.28; H 0.34; H 0.27; H 0.33

=====

H18O9 | ωB97M-V/def2-TZVPD

Geometry as XYZ:
```
27
Properties=species:S:1:pos:R:3:forces:R:3
O -4.2844 1.1147 1.5777 0.06 0.13 0.19
H -4.2270 0.1659 1.4646 0.01 -0.27 0.01
H -4.5019 1.4475 0.7070 -0.06 0.12 -0.21
O -0.3494 -5.0253 -2.0258 -0.07 -0.22 -0.15
H 0.2154 -4.8531 -1.2725 0.20 0.02 0.26
H -0.7885 -4.1912 -2.1923 -0.10 0.21 -0.07
O -2.9210 1.7617 -4.2316 0.13 -0.21 0.06
H -3.1040 2.1791 -5.0733 -0.05 0.05 -0.26
H -3.0653 2.4524 -3.5848 -0.02 0.17 0.23
O 0.4914 -0.2629 -0.0610 0.02 -0.16 -0.28
H 0.9460 -0.1787 0.7771 0.17 0.02 0.23
H -0.1873 0.4117 -0.0347 -0.19 0.19 0.02
O 1.8925 1.8159 3.7037 0.04 -0.28 -0.15
H 1.1646 2.2087 4.1855 -0.25 0.08 0.10
H 2.6724 2.2455 4.0550 0.24 0.13 0.04
O 3.6711 -1.9071 4.2103 0.12 -0.18 -0.19
H 3.2479 -1.0628 4.0546 -0.16 0.29 -0.10
H 3.5226 -2.0823 5.1395 -0.02 -0.09 0.23
O -1.6843 5.2448 -1.3039 -0.02 -0.21 0.13
H -2.4677 5.7681 -1.4733 -0.21 0.16 0.02
H -1.1186 5.4083 -2.0586 0.22 0.03 -0.17
O 1.1258 0.5762 -4.0978 0.18 0.03 -0.20
H 0.2780 1.0180 -4.1456 -0.29 0.08 -0.05
H 1.2113 0.3198 -3.1795 0.05 -0.13 0.30
O 2.3757 -4.9297 1.5503 -0.26 -0.07 -0.10
H 2.7534 -4.1979 2.0383 0.08 0.27 0.20
H 3.1310 -5.4472 1.2711 0.17 -0.15 -0.09
```
Positions in Å, forces in eV/Å.

Computed properties:
Total charge: 0
SMILES: O.O.O.O.O.O.O.O.O
HOMO-LUMO gap in Ha: 0.408
Lowest unoccupied orbital energy in eV: 0.1
2S+1: 1
HOMO level in eV: -11.04
DFT total energy in eV: -18719.171
ΔE to the lowest compared entry with this formula, charge and spin in kcal/mol: 68.4

Results of the Mulliken charge analysis, in e, for atoms 1 through 8: O -0.64; H 0.32; H 0.32; O -0.64; H 0.32; H 0.32; O -0.64; H 0.32

=====

H18O9 | ωB97M-V/def2-TZVPD

Geometry as XYZ:
```
27
Properties=species:S:1:pos:R:3:forces:R:3
H 0.8400 -0.6808 0.5114 -0.04 -0.20 -0.02
H 0.0264 0.2860 -0.3333 0.14 -0.29 0.08
H -3.7797 -0.4470 -2.7013 0.05 0.11 0.27
H -4.3942 -1.7679 -2.2684 0.01 -0.06 0.02
H 3.3685 -3.2185 1.7632 -0.04 0.05 -0.11
H 3.5094 -1.7728 2.2105 0.03 -0.04 -0.10
H -1.6709 0.5961 -1.8224 -0.03 -0.18 0.08
H -1.7014 1.2452 -0.4485 -0.28 -0.11 0.09
H -0.7916 3.7744 0.7440 -0.08 0.12 0.06
H -0.5085 3.8136 2.2368 -0.08 0.06 0.00
H 0.5767 -0.3144 3.5124 -0.08 -0.03 0.01
H -0.8081 -0.9368 3.5834 -0.05 -0.05 -0.18
H -3.8947 -0.9219 1.0909 0.12 -0.10 -0.10
H -3.4717 -1.4015 -0.2879 0.26 0.28 -0.05
H 3.9033 -1.3566 -1.6591 -0.08 -0.01 0.14
H 2.9602 -1.5794 -2.8300 -0.07 -0.01 0.09
H 3.0632 2.9633 -1.1244 0.13 -0.01 -0.04
H 3.0955 1.7873 -2.0866 0.11 -0.13 0.04
O 0.0706 -0.6395 -0.0678 0.16 0.29 -0.14
O -3.8259 -1.0553 -1.9551 -0.50 -0.38 -0.83
O 3.5390 -2.3319 1.4259 0.02 0.03 0.20
O -2.2559 0.7680 -1.0760 0.26 0.71 -0.16
O -0.9899 4.2770 1.5422 0.15 -0.17 -0.05
O -0.1405 -0.6380 2.9557 0.22 0.14 0.27
O -3.3636 -1.5947 0.6502 -0.28 -0.18 0.65
O 2.9762 -1.2843 -1.9126 0.14 0.11 -0.23
O 3.6677 2.4305 -1.6532 -0.22 0.06 0.03
```
Positions in Å, forces in eV/Å.

Computed properties:
Total charge: 0
SMILES: O.O.O.O.O.O.O.O.O
HOMO-LUMO gap in Ha: 0.362
Lowest unoccupied orbital energy in eV: -0.1
2S+1: 1
HOMO level in eV: -9.94
DFT total energy in eV: -18718.628
ΔE to the lowest compared entry with this formula, charge and spin in kcal/mol: 80.9

Results of the Mulliken charge analysis, in e, for atoms 1 through 8: H 0.25; H 0.22; H 0.30; H 0.28; H 0.31; H 0.30; H 0.31; H 0.24

=====

H18O9 | ωB97M-V/def2-TZVPD

Geometry as XYZ:
```
27
Properties=species:S:1:pos:R:3:forces:R:3
H -1.1286 0.0739 -0.1590 -0.34 0.12 0.27
H -0.2746 1.3222 -0.0096 0.16 0.46 -0.10
H 0.8652 0.9891 2.8849 0.29 0.11 -0.08
H -0.3366 1.0664 1.9577 -0.12 -0.02 -0.32
H 1.8291 3.7780 -1.9734 -0.03 0.38 0.07
H 0.3271 3.6350 -1.7903 -0.22 0.66 0.34
H 0.1926 -0.7224 -2.4368 -0.09 -0.25 0.01
H 0.5420 -0.1299 -1.0814 0.30 0.23 -0.13
H -2.1563 -4.0434 -1.0642 0.07 -0.07 0.03
H -1.3936 -2.7839 -0.6874 0.08 -0.14 -0.02
H 2.8424 -1.3127 -2.0114 -0.07 -0.23 0.32
H 2.0933 -1.8037 -0.7834 0.33 -0.07 -0.32
H -3.3489 -0.0272 1.9348 -0.01 0.16 -0.44
H -2.3590 -1.1372 1.6218 0.06 -0.01 0.31
H -1.4467 0.1273 3.5410 -0.29 -0.45 0.36
H -2.8185 -0.4574 3.8349 0.64 -0.12 0.32
H 1.1125 0.8717 -2.9498 0.82 -0.25 -0.39
H 2.2909 1.2345 -2.0611 0.04 -0.35 -0.10
O -1.1312 0.9538 0.2343 0.17 0.16 -1.27
O 0.6046 1.2694 2.0003 0.28 -0.10 0.83
O 1.1486 3.1324 -1.7518 -2.13 9.22 4.33
O 0.9369 -0.5663 -1.8447 -1.77 -1.69 0.46
O -1.3333 -3.7455 -0.6607 -0.17 0.21 -0.02
O 2.9530 -1.8475 -1.2171 0.77 -0.35 0.25
O -2.4085 -0.2367 1.9618 -2.06 0.36 -4.12
O -1.8776 -0.6555 3.9022 1.11 -0.52 4.32
O 1.5035 1.6107 -2.4702 2.18 -7.43 -4.90
```
Positions in Å, forces in eV/Å.

Computed properties:
Total charge: 0
HOMO-LUMO gap in Ha: 0.283
Lowest unoccupied orbital energy in eV: -0.4
2S+1: 1
HOMO level in eV: -8.08
DFT total energy in eV: -18713.015
ΔE to the lowest compared entry with this formula, charge and spin in kcal/mol: 210.3

Results of the Mulliken charge analysis, in e, for atoms 1 through 8: H 0.29; H 0.33; H 0.31; H 0.42; H 0.25; H 0.25; H 0.30; H 0.31

=====

H18O9 | ωB97M-V/def2-TZVPD

Geometry as XYZ:
```
27
Properties=species:S:1:pos:R:3:forces:R:3
H -0.0534 -1.1738 0.1354 0.30 0.02 -0.02
H 1.2519 -0.6330 0.6954 -0.37 -0.50 0.22
H 3.1567 -3.7039 -1.8702 -0.07 0.02 -0.07
H 2.5273 -2.7472 -0.8709 -0.30 0.00 -0.06
H -0.8270 -1.9046 2.0821 -0.03 -0.13 0.17
H -0.1195 -0.7811 2.8219 0.02 -0.07 0.12
H 1.2805 2.2331 -0.5199 -0.06 -0.13 -0.29
H 2.5347 1.4366 -0.8404 -0.05 0.23 -0.30
H 2.7683 0.0882 0.4755 0.43 0.19 0.03
H 3.6436 -1.1252 0.2082 0.06 0.09 0.02
H -1.0995 2.8010 -1.7754 -0.14 -0.01 -0.03
H -1.7569 1.5254 -2.2762 0.05 0.46 -0.32
H -4.7340 -2.4063 0.7754 0.01 -0.10 -0.03
H -4.5288 -1.9925 -0.6726 -0.01 -0.16 -0.03
H 0.6608 3.6058 1.2074 0.07 0.08 0.11
H -0.2108 2.5090 1.7968 -0.07 0.11 -0.01
H -1.9684 0.8067 -0.7446 0.22 -0.06 0.37
H -3.4371 0.7899 -0.3536 -0.02 0.10 0.13
O 0.7564 -0.7214 -0.1265 -0.06 0.33 -0.37
O 2.4928 -3.0089 -1.7979 0.26 -0.05 0.14
O 0.0379 -1.6410 2.4159 -0.19 0.10 0.06
O 2.2413 2.3058 -0.5448 -0.05 -0.11 0.33
O 3.4372 -0.4715 0.8857 -0.09 -0.05 -0.02
O -0.9614 2.0602 -2.3764 0.23 -0.12 -0.07
O -4.2401 -2.6392 -0.0188 0.00 0.28 0.06
O -0.2079 3.4515 1.5954 0.09 -0.17 -0.15
O -2.6445 1.3364 -0.3071 -0.26 -0.34 0.00
```
Positions in Å, forces in eV/Å.

Computed properties:
Total charge: 0
SMILES: O.O.O.O.O.O.O.O.O
HOMO-LUMO gap in Ha: 0.414
Lowest unoccupied orbital energy in eV: -0.3
2S+1: 1
HOMO level in eV: -11.59
DFT total energy in eV: -18718.949
ΔE to the lowest compared entry with this formula, charge and spin in kcal/mol: 73.5

Results of the Mulliken charge analysis, in e, for atoms 1 through 8: H 0.23; H 0.36; H 0.31; H 0.29; H 0.32; H 0.32; H 0.32; H 0.32

=====

H18O9 | ωB97M-V/def2-TZVPD

Geometry as XYZ:
```
27
Properties=species:S:1:pos:R:3:forces:R:3
O -1.5326 -11.7993 8.1190 -0.04 -0.11 0.03
H -2.1667 -12.0265 8.8197 -0.22 -0.18 -0.40
H -1.9498 -12.1226 7.3086 -0.09 -0.05 0.21
O -2.5331 -14.9234 6.5839 0.38 0.01 0.24
H -2.9166 -14.9304 5.7051 -0.14 0.11 -0.07
H -1.5855 -14.7303 6.4543 -0.39 -0.02 0.06
O -1.1803 -9.9356 10.3693 -0.15 -0.17 0.04
H -1.4560 -10.5624 9.6848 0.27 0.38 -0.02
H -0.2626 -9.7367 10.1624 -0.06 0.04 -0.02
O -1.3032 -11.5128 4.7725 0.51 0.36 -0.23
H -0.6717 -11.5704 4.0400 -0.16 0.16 0.03
H -1.2446 -10.5929 5.0671 -0.05 -0.15 0.12
O -4.1081 -11.0871 9.5814 0.16 0.16 0.11
H -4.7618 -11.4746 10.1744 0.13 -0.12 -0.04
H -3.7989 -10.2951 10.0406 -0.04 -0.06 -0.05
O -3.8030 -12.5714 4.2210 0.48 0.06 0.13
H -2.9251 -12.1889 4.4398 -0.71 -0.28 -0.24
H -3.6213 -13.2941 3.6128 -0.06 0.07 -0.05
O -3.0911 -13.9532 11.0800 0.07 0.02 0.05
H -3.0005 -14.8730 11.3512 -0.02 0.05 -0.07
H -2.1885 -13.6171 11.0539 -0.06 -0.03 0.03
O 1.4875 -11.7004 7.8276 -0.07 0.09 -0.17
H 1.5393 -11.2877 8.6942 -0.02 -0.06 -0.02
H 0.5396 -11.8219 7.6716 0.07 -0.06 0.26
O -0.0991 -13.9989 5.4016 -0.30 0.41 -0.32
H -0.4733 -14.6179 4.7632 0.20 0.03 -0.05
H -0.5160 -13.1351 5.1898 0.30 -0.68 0.43
```
Positions in Å, forces in eV/Å.

Computed properties:
Total charge: 0
SMILES: O.O.O.O.O.O.O.O.O
HOMO-LUMO gap in Ha: 0.402
Lowest unoccupied orbital energy in eV: -0.1
2S+1: 1
HOMO level in eV: -11.06
DFT total energy in eV: -18719.778
ΔE to the lowest compared entry with this formula, charge and spin in kcal/mol: 54.4

Results of the Mulliken charge analysis, in e, for atoms 1 through 8: O -0.64; H 0.33; H 0.24; O -0.63; H 0.27; H 0.42; O -0.63; H 0.38

=====

H18O9 | ωB97M-V/def2-TZVPD

Geometry as XYZ:
```
27
Properties=species:S:1:pos:R:3:forces:R:3
O -0.7408 2.6338 4.8303 -0.18 -0.05 0.16
H -0.5691 3.2493 4.1177 0.00 0.19 -0.24
H 0.1171 2.2652 5.0410 0.20 -0.11 0.05
O -0.8530 -3.5295 -3.5144 0.28 -0.03 -0.11
H -1.2074 -3.9425 -2.7270 -0.11 -0.14 0.29
H -1.5518 -2.9492 -3.8163 -0.15 0.15 -0.10
O 3.5355 -4.1662 -3.5475 0.20 0.14 0.00
H 2.5903 -4.0295 -3.4833 -0.31 0.10 -0.03
H 3.6513 -5.1075 -3.4175 0.06 -0.23 0.02
O -2.9463 -4.5369 0.2062 0.17 0.04 -0.24
H -3.6962 -5.1248 0.1151 -0.18 -0.17 -0.05
H -3.0121 -4.2007 1.1000 0.04 0.15 0.24
O -0.6123 2.4418 -4.2262 0.02 0.20 -0.15
H -1.0182 1.6382 -4.5511 -0.08 -0.18 -0.11
H -0.4640 2.2763 -3.2951 0.08 -0.03 0.30
O -3.5454 0.2605 1.9862 -0.09 -0.05 0.22
H -4.2260 0.0566 1.3447 -0.19 -0.03 -0.14
H -2.7453 0.3469 1.4679 0.31 0.06 -0.11
O 0.6540 5.4452 1.3485 -0.08 -0.19 0.17
H 1.5418 5.4243 0.9911 0.22 -0.05 -0.10
H 0.3203 6.3105 1.1116 -0.14 0.21 -0.05
O 3.8560 1.5180 2.8409 -0.21 -0.06 -0.15
H 4.3266 0.9989 3.4930 0.10 -0.18 0.15
H 4.2370 2.3933 2.9104 0.08 0.24 -0.01
O 0.4627 0.3023 -0.2128 -0.28 0.11 -0.10
H 0.7373 -0.5724 -0.4881 0.06 -0.24 -0.11
H 1.1581 0.5984 0.3746 0.20 0.14 0.20
```
Positions in Å, forces in eV/Å.

Computed properties:
Total charge: 0
SMILES: O.O.O.O.O.O.O.O.O
HOMO-LUMO gap in Ha: 0.420
Lowest unoccupied orbital energy in eV: 0.2
2S+1: 1
HOMO level in eV: -11.20
DFT total energy in eV: -18719.095
ΔE to the lowest compared entry with this formula, charge and spin in kcal/mol: 70.1

Results of the Mulliken charge analysis, in e, for atoms 1 through 8: O -0.63; H 0.32; H 0.31; O -0.63; H 0.32; H 0.31; O -0.64; H 0.32

=====

H18O9 | ωB97M-V/def2-TZVPD

Geometry as XYZ:
```
27
Properties=species:S:1:pos:R:3:forces:R:3
O 1.2302 -0.0891 3.6938 0.08 -0.20 -0.25
H 1.0593 0.6851 3.1356 -0.15 0.09 0.13
H 0.5641 -0.7350 3.4388 -0.14 0.04 0.10
O 3.0182 -1.0948 1.4786 -0.04 -0.07 -0.12
H 2.2878 -0.7573 2.0126 0.20 0.04 0.25
H 2.8844 -0.7204 0.6027 0.05 -0.01 -0.06
O 0.8794 2.3760 2.3917 -0.04 0.16 0.02
H 0.4543 2.7764 1.6292 0.00 -0.08 -0.08
H 1.5718 2.9907 2.6518 0.07 -0.02 0.02
O 0.6173 -0.0327 -0.3515 0.01 -0.02 -0.07
H -0.0080 0.2928 -1.0113 -0.08 0.04 -0.06
H 0.1310 -0.0496 0.4815 0.04 0.03 0.13
O -3.8377 -0.0157 -0.4553 0.22 -0.11 0.10
H -3.0778 -0.0967 -1.0493 -0.17 0.16 -0.26
H -4.2817 -0.8683 -0.4795 -0.05 -0.02 0.03
O 2.7799 -0.7768 -2.0398 0.15 0.03 -0.11
H 2.0346 -0.6120 -1.4486 -0.16 0.01 0.11
H 2.7118 -1.7021 -2.2837 0.13 -0.06 0.09
O -1.6064 0.8596 -2.0139 -0.04 0.02 -0.02
H -1.6472 0.8482 -2.9770 0.15 -0.07 -0.06
H -1.7490 1.7809 -1.7711 -0.06 0.03 0.03
O -1.6359 0.0411 1.6314 0.27 -0.04 -0.27
H -2.0300 -0.1226 0.7633 -0.32 -0.03 0.28
H -2.3072 0.5508 2.0939 0.01 0.03 0.06
O -0.0172 -1.6252 -3.7032 -0.26 0.06 -0.01
H 0.6872 -2.1900 -3.3754 0.11 0.05 -0.03
H -0.7128 -1.7133 -3.0451 0.01 -0.07 0.04
```
Positions in Å, forces in eV/Å.

Computed properties:
Total charge: 0
SMILES: O.O.O.O.O.O.O.O.O
HOMO-LUMO gap in Ha: 0.367
Lowest unoccupied orbital energy in eV: -0.3
2S+1: 1
HOMO level in eV: -10.32
DFT total energy in eV: -18720.141
ΔE to the lowest compared entry with this formula, charge and spin in kcal/mol: 46.0

Results of the Mulliken charge analysis, in e, for atoms 1 through 8: O -0.68; H 0.37; H 0.34; O -0.66; H 0.34; H 0.35; O -0.63; H 0.30

=====

H18O9 | ωB97M-V/def2-TZVPD

Geometry as XYZ:
```
27
Properties=species:S:1:pos:R:3:forces:R:3
O -5.3030 25.2670 6.3210 0.99 -0.15 1.82
H -6.2080 25.0060 6.2570 -0.81 -0.12 -0.62
H -4.9960 25.6640 5.5230 -0.15 0.27 -1.17
O -7.5320 23.7400 5.2290 0.32 1.69 -0.93
H -7.6170 23.8850 4.2760 0.33 0.76 0.03
H -7.9190 22.8900 5.2520 -0.50 -2.04 0.69
O -10.7170 22.8640 4.5410 1.67 -1.40 0.54
H -10.6400 22.2950 5.3250 0.00 0.39 -0.55
H -11.5390 23.2720 4.6470 -2.10 1.13 0.27
O -6.7700 24.1610 2.1300 2.21 -0.65 0.41
H -6.5230 23.2270 2.0240 0.08 0.36 0.12
H -7.6820 24.1570 1.9680 -2.55 0.22 -0.54
O -8.2240 21.2470 5.7780 -0.29 0.26 -1.29
H -7.6360 20.8930 6.4330 0.03 -0.29 0.79
H -9.1400 21.2180 6.0450 0.15 -0.53 0.69
O -4.8850 25.8550 3.4230 0.78 0.66 1.08
H -4.1190 26.2800 3.0090 -0.71 -0.46 -0.28
H -5.4690 25.3890 2.8300 -0.13 -0.04 -0.89
O -4.7820 22.8120 4.0060 1.39 -0.69 -1.86
H -5.4140 23.4910 4.1420 -1.05 1.06 0.87
H -4.3590 23.1360 3.1720 -0.17 -0.56 1.16
O -9.7200 23.5430 2.1120 0.41 0.25 -0.48
H -10.5850 23.6130 1.7320 -0.52 0.16 -1.29
H -10.0240 23.4480 3.0050 0.53 -0.39 1.48
O -7.5540 23.2260 8.2970 -0.87 -0.19 0.19
H -7.7850 23.2810 7.3730 -0.45 0.30 -0.52
H -6.6210 23.1250 8.2220 1.40 -0.01 0.31
```
Positions in Å, forces in eV/Å.

Computed properties:
Total charge: 0
SMILES: O.O.O.O.O.O.O.O.O
HOMO-LUMO gap in Ha: 0.360
Lowest unoccupied orbital energy in eV: -0.3
2S+1: 1
HOMO level in eV: -10.08
DFT total energy in eV: -18719.659
ΔE to the lowest compared entry with this formula, charge and spin in kcal/mol: 57.1

Results of the Mulliken charge analysis, in e, for atoms 1 through 8: O -0.63; H 0.30; H 0.31; O -0.57; H 0.20; H 0.41; O -0.60; H 0.25

=====

F_max across the listed records, respectively: 7.9, 0.3, 1.0, 10.4, 0.7, 0.9, 0.3, 0.4, 2.6 eV/Å.